Entry from the Open Molecules 2025 dataset: H10MgO13S2 as an isolated structure (ωB97M-V/def2-TZVPD).

Element x y z (Å)
S  -2.7253  -0.7121  -0.6587
S  0.5617  2.4026  0.8921
Mg  0.4245  -0.6862  0.1615
O  0.6353  1.1339  0.0729
O  -3.1581  -1.0585  -2.0365
O  -0.7174  3.0701  0.7005
O  2.1998  -0.6852  1.0335
O  0.7442  1.9447  2.2788
O  1.6897  3.2536  0.5173
O  -3.3488  -1.6374  0.3235
O  -0.4585  2.0223  -2.4773
O  0.3994  -2.6926  0.1616
O  1.4267  -0.7810  -1.5431
O  -3.0515  0.6590  -0.3199
O  -1.2584  -0.9573  -0.6166
O  -0.3704  -0.4998  1.9617
H  1.0411  -3.3843  -0.0251
H  -0.4211  -3.1476  0.4004
H  -1.2378  2.4654  -2.1207
H  2.1036  -0.0927  -1.6047
H  2.8674  -0.5683  0.3494
H  2.5060  -0.1478  1.7756
H  1.1278  -0.9252  -2.4487
H  -0.7374  -0.8301  2.7801
H  -0.2110  1.4264  -1.7501
H  -0.0312  0.4282  2.1924

## Properties
- molar mass (g/mol) = 306.51
- F_max (Eh/bohr) = 0.05302
- charge = -2
- frontier orbital gap (eV) = 4.20

***

Entry from the Open Molecules 2025 dataset: a 2-piece molecular cluster, C9H14 overall (ωB97M-V/def2-TZVPD).

Element x y z (Å)
C  -0.3000  -1.0852  -1.2839
C  2.4550  -0.0488  0.2899
C  -1.9849  -0.3611  0.2460
C  -2.8982  -0.6632  1.4529
C  -1.9954  0.9178  -0.4202
C  -1.0626  1.0928  -1.4214
C  3.3966  1.0115  0.7284
C  -0.1548  0.0915  -1.8896
C  -1.1624  -1.3822  -0.1970
H  -2.7607  1.5414  -0.1252
H  0.2537  -1.9660  -1.5418
H  3.3862  1.2383  1.8148
H  -1.4165  -2.4898  0.0452
H  0.6064  0.3961  -2.5540
H  1.3986  0.3111  0.4529
H  -1.0506  2.0482  -1.8859
H  -3.5116  0.2561  1.3952
H  2.4493  -0.3141  -0.7016
H  -2.2876  -0.8541  2.4238
H  3.1557  2.0696  0.4000
H  4.4369  0.7115  0.5166
H  -3.4850  -1.5487  1.2660
H  2.5319  -0.9729  0.9890

## Properties
- molar mass (g/mol) = 122.21
- F_max (Eh/bohr) = 0.09331
- SMILES = Cc1ccccc1.CC
- frontier orbital gap (eV) = 10.07

***

Entry from the Open Molecules 2025 dataset: C32H29ClN2O2SiV as an isolated structure (ωB97M-V/def2-TZVPD).

Element x y z (Å)
V  0.2790  -1.6595  -0.5994
Cl  -5.2535  -5.4746  1.8621
Si  -0.2666  1.6736  -0.9100
O  0.3002  0.0202  -0.5891
O  -0.7808  -3.0042  -0.9752
N  0.0862  -2.1121  1.3090
N  2.2208  -2.0415  -0.1741
C  -2.6363  0.5624  0.1966
C  -3.8538  -4.8300  -0.3505
C  3.2696  -2.1497  -0.9765
C  3.3678  2.9688  0.5808
C  1.0240  4.1225  -0.3453
C  -1.9012  -3.4576  1.0747
C  2.0731  4.9271  0.0718
C  2.4165  -1.7768  1.1601
C  -3.9377  -4.7393  1.0400
C  -3.8341  0.5863  0.8916
C  4.7918  -1.6937  0.8088
C  -1.8393  -3.5655  -0.3293
C  1.1259  2.7275  -0.3050
C  4.5801  -2.0053  -0.5106
C  1.3997  -1.4041  3.3146
C  -2.8028  -4.2511  -1.0437
C  -4.2571  1.7654  1.4928
C  -3.4755  2.9072  1.3971
C  -1.4637  0.5122  -3.1651
C  3.2469  4.3505  0.5363
C  -2.2735  2.8725  0.7046
C  2.6834  -1.1417  3.8442
C  -1.1415  2.9926  -3.1664
C  -0.8532  -2.8423  1.8262
C  3.8039  -1.2349  3.0659
C  3.6960  -1.5613  1.6910
C  1.2797  -1.7390  1.9960
C  -0.5119  1.6442  -2.7705
C  -2.9647  -4.0739  1.7551
C  2.3167  2.1675  0.1641
C  0.8323  1.4756  -3.4836
C  -1.8313  1.7007  0.0866
H  4.0662  4.9781  0.8602
H  -2.3528  -0.3705  -0.2908
H  4.7838  -1.0573  3.4891
H  -5.1949  1.7949  2.0309
H  -2.1043  3.1550  -2.6766
H  5.3995  -2.1207  -1.2045
H  -3.8011  3.8272  1.8635
H  -1.6739  3.7745  0.6645
H  1.9763  6.0035  0.0313
H  0.5308  -1.3368  3.9566
H  1.5344  2.2702  -3.2261
H  4.2865  2.5212  0.9381
H  -2.7323  -4.3360  -2.1185
H  2.7710  -0.8751  4.8881
H  -1.0614  -0.4814  -2.9144
H  1.3101  0.5193  -3.2399
H  -0.8119  -3.0381  2.8962
H  0.6839  1.4946  -4.5659
H  2.4336  1.0892  0.2076
H  -1.3111  3.0111  -4.2457
H  -4.4466  -0.3043  0.9539
H  3.0709  -2.3457  -2.0236
H  -1.6154  0.5107  -4.2471
H  -3.0281  -4.0224  2.8342
H  -4.6222  -5.3695  -0.8880
H  -2.4424  0.6063  -2.6908
H  -0.4840  3.8316  -2.9302
H  0.1229  4.6022  -0.7122
H  5.7975  -1.5502  1.1843

## Properties
- molar mass (g/mol) = 588.08
- F_max (Eh/bohr) = 0.01944
- charge = +2
- frontier orbital gap (spin up / spin down) (eV) = 6.26 / 6.48
- 2S+1 = 2

***

Entry from the Open Molecules 2025 dataset: C15H18N4O2S in the gas phase (ωB97M-V/def2-TZVPD).

Element x y z (Å)
S  -1.1544  -0.7836  3.4044
O  -0.2093  3.0981  0.5636
O  -3.1072  -3.2292  2.2217
N  0.5928  -0.7181  1.4084
N  -0.5097  1.2807  1.8647
N  1.2198  -0.1568  0.3912
N  -1.3222  2.0380  2.6955
C  2.5773  2.8033  -0.7642
C  1.0000  1.0704  0.0394
C  -0.4823  -2.8576  -0.0821
C  -0.9432  -2.5404  2.9489
C  2.5933  0.5158  -1.7881
C  0.6610  2.0536  -2.2024
C  -2.2041  -1.1662  -1.4525
C  -2.0176  -2.8170  1.9092
C  -0.1785  -2.4509  -1.3674
C  1.7127  1.6063  -1.1790
C  -1.6596  -2.4270  0.5225
C  -1.0288  -1.5947  -2.0475
C  -0.2534  -0.0238  2.1084
C  0.0871  1.9346  0.7714
C  -2.5293  -1.5956  -0.1791
H  0.0132  1.2202  -2.4671
H  3.3167  2.4992  -0.0262
H  -1.3996  2.9583  2.2552
H  3.0969  3.1982  -1.6336
H  -0.7799  -1.2669  -3.0464
H  1.9884  -0.3383  -2.0777
H  3.1063  0.9039  -2.6644
H  1.9609  3.5913  -0.3409
H  -2.8705  -0.5014  -1.9822
H  0.0527  2.8576  -1.7980
H  3.3306  0.1771  -1.0665
H  -2.2332  1.6045  2.8246
H  0.0714  -2.6520  2.5762
H  -3.4478  -1.2780  0.2933
H  -1.1228  -3.1079  3.8605
H  1.1551  2.4115  -3.1022
H  0.7322  -2.7936  -1.8338
H  0.1851  -3.5236  0.4418

## Properties
- molar mass (g/mol) = 318.40
- F_max (Eh/bohr) = 0.02531
- SMILES = CC(C)(C)c1nnc(SCC(=O)c2ccccc2)n(N)c1=O
- frontier orbital gap (eV) = 9.11

***

Entry from the Open Molecules 2025 dataset: C30H22BrMnN6O4 as an isolated structure (ωB97M-V/def2-TZVPD).

Element x y z (Å)
Br  -1.7658  3.3586  -6.3872
Mn  -0.2219  0.7295  0.1247
O  0.4386  -0.0479  -1.8435
O  -1.0059  0.9491  -3.2161
O  2.8222  -3.5795  -1.7516
O  0.9155  2.2893  0.4491
N  1.4474  -1.6249  -0.4973
N  0.6750  -0.9898  0.4522
N  -1.8098  7.0624  -0.5960
N  -1.6374  2.1504  -0.3199
N  -2.2141  7.2680  -1.7452
N  -0.8546  0.3520  2.0284
C  -0.3375  -1.0385  3.9152
C  -0.9321  -1.4526  -3.3947
C  -1.0826  3.3945  -0.1745
C  -1.8143  4.5662  -0.4414
C  -1.1483  5.8126  -0.2837
C  2.1071  -0.7361  -3.9789
C  3.4149  -3.1878  -3.9724
C  -3.6941  3.1574  -0.9752
C  0.1256  5.8455  0.2150
C  -1.8627  4.5842  -4.9504
C  -1.9960  6.3298  -2.8183
C  -0.7223  4.8483  -4.2055
C  -3.0625  5.2189  -4.6734
C  -0.7876  5.7207  -3.1330
C  -0.5624  -0.0935  -2.8967
C  -0.2295  -0.7189  2.5766
C  -1.5816  1.1397  2.8123
C  -2.8858  2.0409  -0.7147
C  0.8528  4.6699  0.4715
C  2.7579  -2.7678  -2.8132
C  -1.1097  -0.2124  4.7273
C  3.4260  -2.3888  -5.0913
C  2.0655  -1.5402  -2.8225
C  -3.1145  6.1126  -3.6153
C  0.5954  -1.4842  1.6342
C  2.7829  -1.1453  -5.0996
C  1.3183  -1.0948  -1.6673
C  0.2868  3.4274  0.2615
C  -1.7301  0.8900  4.1727
C  -3.1638  4.4089  -0.8355
H  0.5998  6.8067  0.3695
H  3.9220  -4.1422  -3.9501
H  -4.7188  3.0108  -1.2837
H  -2.3320  1.5573  4.7723
H  0.1747  -1.9017  4.3162
H  2.8266  -0.5111  -5.9729
H  -4.0244  6.6562  -3.3946
H  0.2127  4.3677  -4.4566
H  -3.9354  5.0321  -5.2827
H  -2.0504  1.9905  2.3354
H  1.6264  0.2343  -3.9707
H  1.8746  4.7294  0.8200
H  -2.0052  -1.4431  -3.5737
H  -0.4273  -1.6179  -4.3473
H  3.9527  -2.7242  -5.9750
H  0.1064  5.9104  -2.5517
H  -3.7734  5.2817  -1.0198
H  -1.2143  -0.4312  5.7810
H  -0.6642  -2.2546  -2.7118
H  2.4441  -3.1324  -0.9737
H  1.1068  -2.3984  1.9171
H  -3.2838  1.0387  -0.8254

## Properties
- molar mass (g/mol) = 665.39
- F_max (Eh/bohr) = 0.00964
- charge = +1
- frontier orbital gap (spin up / spin down) (eV) = 5.48 / 5.33
- 2S+1 = 4

***

Entry from the Open Molecules 2025 dataset: C18H25F3N4O4 in the gas phase (ωB97M-V/def2-TZVPD).

Element x y z (Å)
F  5.1021  2.7265  1.3783
F  4.8555  2.8936  -0.7663
F  4.9271  0.9412  0.1673
O  -0.0134  2.4302  3.7161
O  0.1874  2.9179  -2.6101
O  2.5087  1.6068  1.5025
O  -2.6217  1.6114  1.4235
N  2.2567  2.8519  -0.3926
N  -1.0472  4.2330  4.4840
N  -0.5735  0.6428  1.7592
N  -0.3998  1.1214  -1.3569
C  0.1800  2.3444  -1.5384
C  0.9620  5.0719  1.0921
C  -1.8517  3.6420  3.5152
C  2.9589  2.1929  0.5386
C  -5.6210  4.3627  3.8164
C  -1.8357  -1.1651  0.5627
C  -0.0031  3.4838  4.5466
C  -1.5499  1.5604  1.9999
C  -0.6111  -0.3219  0.6978
C  0.1810  0.0605  -0.5313
C  0.3929  4.4661  -0.1875
C  -4.2648  3.7612  4.1561
C  -3.1854  4.1972  3.1613
C  4.4889  2.1916  0.3231
C  0.8078  2.9950  -0.3041
C  -1.2135  2.5401  3.0513
C  -1.1276  4.5974  -0.2173
C  -0.5748  -1.7705  1.1115
H  0.8632  3.5986  5.1769
H  -2.1410  -1.4321  -0.4401
H  -6.3860  4.0436  4.5247
H  0.2980  -0.8220  -1.1626
H  0.7051  6.1296  1.1570
H  -1.4133  5.6401  -0.0731
H  1.1846  0.3484  -0.2150
H  -0.5334  -1.9719  2.1723
H  -4.3258  2.6699  4.1470
H  -5.5810  5.4537  3.8366
H  0.5409  4.5752  1.9702
H  0.8038  4.9876  -1.0577
H  0.3143  0.7713  2.2261
H  -0.0150  -2.4571  0.4909
H  -1.5445  4.2634  -1.1667
H  -0.8516  0.8019  -2.2022
H  2.0487  4.9899  1.1434
H  -5.9413  4.0597  2.8177
H  0.5061  2.4651  0.5961
H  -3.4599  3.8635  2.1607
H  2.7388  3.2958  -1.1594
H  -1.5864  4.0113  0.5818
H  -3.1095  5.2875  3.1573
H  -3.9620  4.0551  5.1641
H  -2.6478  -0.9606  1.2426

## Properties
- molar mass (g/mol) = 418.42
- F_max (Eh/bohr) = 0.00367
- SMILES = CCCc1ncoc1C(=O)NC1(CNC(=O)[C@@H](NC(=O)C(F)(F)F)C(C)C)CC1
- frontier orbital gap (eV) = 10.09

***

What did we get for energy relative to the best compared isomer or geometry (same formula, charge and spin)? Answer: 27.63 36.72 9.62 74.20 5.76 7.77 kcal per mole, in the order shown.